# 1
{"formula": "C6H10NOS", "method": "ωB97M-V with the def2-TZVPD basis set", "species": ["H", "H", "H", "S", "C", "C", "H", "O", "H", "H", "C", "H", "C", "C", "N", "H", "C", "H", "H"], "positions_angstrom": [[-0.61148, -0.08088, 1.98156], [-0.38022, 1.61429, 1.69669], [0.10927, 2.84683, -0.18086], [0.45744, -1.40152, -1.82962], [1.05673, 0.20419, -1.86213], [-1.07489, -2.29318, 0.35461], [1.36793, 3.04048, -1.30296], [-0.25285, -2.67784, 1.32476], [-2.02733, -1.78855, 0.85779], [-1.13212, -3.11456, -0.41219], [-0.78336, 0.68349, 1.22865], [1.66763, 2.36864, 0.36667], [0.64795, 0.97216, -0.84735], [-0.38825, -1.00984, -0.45241], [-0.16942, 0.21374, 0.03292], [1.92610, 0.59497, -2.48693], [1.03584, 2.33508, -0.55530], [0.42955, -3.18518, 0.93950], [-1.87852, 0.67769, 1.14660]], "forces_ev_per_a": [[0.23, -0.11, 0.22], [-0.31, -0.65, -1.11], [0.53, -0.26, -0.29], [0.14, 1.06, -0.21], [2.60, 0.86, -1.65], [-1.83, 3.41, -1.77], [0.50, -0.67, -0.56], [0.37, 0.33, 2.49], [1.53, -1.86, -1.44], [-1.10, 1.04, 0.49], [-0.85, -0.07, 2.34], [-0.01, 0.01, -0.91], [-0.34, -1.42, 0.26], [-0.70, -2.14, 1.86], [0.47, -0.10, -2.42], [-1.68, -0.98, 0.39], [-1.33, 1.96, 2.83], [1.45, -1.06, -0.26], [0.30, 0.63, -0.27]], "lowdin_charge": [0.102, 0.126, 0.106, 1.192, -0.310, -0.234, 0.101, 0.002, 0.169, 0.133, 0.004, 0.121, -0.338, -0.439, -0.075, 0.140, -0.017, 0.094, 0.121], "spin_multiplicity": 1, "lumo_ev": -4.1, "orbital_gap_ev": 9.966, "total_charge": 1}

# 2
{"formula": "C3H5N3O", "method": "ωB97M-V with the def2-TZVPD basis set", "species": ["N", "C", "H", "H", "H", "O", "N", "C", "H", "H", "C", "N"], "positions_angstrom": [[-0.83499, -0.37935, 0.92178], [-0.14710, 0.32865, -0.99099], [1.14304, 1.85141, -0.39156], [1.65839, -1.40200, 0.96844], [2.27287, 0.16915, 1.41627], [-2.45854, -0.66448, -0.77008], [1.69121, -0.40194, 0.81648], [-1.30503, -0.25461, -0.27835], [-2.97537, -1.06886, -0.05661], [0.21072, 0.24409, -2.00034], [0.47934, 0.13220, 0.43397], [0.26547, 1.44575, -0.06901]], "forces_ev_per_a": [[-0.86, 0.00, -0.30], [0.80, -0.04, 1.07], [0.03, -0.18, -0.17], [0.24, 0.39, 0.31], [-0.26, -0.46, 0.11], [-0.35, 0.25, -0.07], [0.31, 0.15, -0.35], [0.51, -0.80, 0.92], [0.09, 0.04, 0.02], [0.10, -0.06, -0.03], [-0.65, -0.15, -1.94], [0.02, 0.87, 0.41]], "lowdin_charge": [0.164, -0.078, 0.100, 0.094, 0.090, 0.120, 0.123, -0.422, 0.128, 0.125, -0.549, 0.106], "spin_multiplicity": 1, "lumo_ev": 0.9, "orbital_gap_ev": 8.895, "total_charge": 0}

# 3
{"formula": "C7H9NS", "method": "ωB97M-V with the def2-TZVPD basis set", "species": ["H", "H", "C", "H", "H", "C", "C", "H", "C", "C", "C", "H", "H", "N", "S", "H", "C", "H"], "positions_angstrom": [[-3.17157, -1.64917, -1.16550], [3.82828, -0.19101, -1.14990], [-2.61094, -0.86365, 0.83752], [-3.30015, -1.33584, 1.51066], [-1.31023, -0.19302, -1.99752], [-1.60691, 0.03470, 1.19000], [1.15618, 1.98822, -0.16725], [-1.36392, 0.38647, 2.17248], [2.04618, -1.41088, -0.34318], [-2.56254, -1.03866, -0.52768], [0.10778, 1.25132, -0.14730], [1.15947, 3.05654, -0.31111], [1.45806, -1.73956, 0.49256], [-1.55368, -0.27717, -1.02553], [3.31504, -0.33653, 0.07958], [2.16814, 1.55193, -0.04341], [-0.93404, 0.40101, 0.00538], [1.55013, -1.22404, -1.27903]], "forces_ev_per_a": [[-0.07, -0.07, -0.11], [0.04, 0.09, 0.01], [-0.18, -0.16, -0.10], [-0.14, -0.11, 0.04], [0.01, 0.02, 0.14], [0.14, 0.07, -0.08], [1.04, 0.26, -0.05], [0.09, 0.10, 0.14], [0.05, 0.68, 0.11], [-0.37, -0.30, 0.14], [-0.23, -0.22, 0.04], [-0.26, 0.41, -0.05], [-0.14, -0.21, 0.15], [0.10, 0.04, -0.33], [0.57, -0.82, 0.01], [-0.58, 0.30, -0.07], [0.01, 0.16, 0.24], [-0.08, -0.24, -0.22]], "lowdin_charge": [0.105, -0.111, -0.102, 0.093, 0.154, -0.041, -0.040, 0.102, -0.444, -0.125, -0.021, 0.053, -0.009, 0.061, 0.708, -0.046, -0.329, -0.009], "spin_multiplicity": 1, "lumo_ev": [0.2, 0.3], "orbital_gap_ev": [6.448, 7.723], "total_charge": 0}

# 4
{"formula": "C49H40FeN11P2Si", "method": "ωB97M-V with the def2-TZVPD basis set", "species": ["H", "H", "Fe", "C", "H", "C", "C", "H", "N", "C", "H", "H", "Si", "H", "C", "C", "H", "P", "H", "C", "C", "H", "C", "H", "H", "C", "N", "C", "H", "C", "C", "H", "H", "C", "C", "C", "C", "H", "N", "C", "C", "C", "C", "C", "C", "C", "H", "N", "H", "H", "H", "H", "C", "H", "C", "N", "C", "C", "C", "N", "C", "H", "N", "H", "H", "C", "C", "H", "C", "H", "C", "H", "C", "C", "C", "H", "H", "C", "H", "C", "H", "C", "H", "H", "C", "C", "N", "N", "C", "H", "P", "H", "N", "H", "C", "H", "C", "C", "N", "C", "C", "H", "H", "C"], "positions_angstrom": [[-2.84441, -3.77284, -4.51745], [2.89029, -3.47862, 2.38533], [-0.14857, -0.56574, -0.10904], [1.90934, -1.96895, 4.75577], [-2.70693, 1.83850, -5.96311], [0.55700, -1.22038, 4.76128], [-0.29947, -1.89303, -3.29132], [-4.97129, 0.55490, 4.20949], [-2.57375, -2.17495, -0.86259], [-1.59780, -2.28313, -3.62766], [1.95894, -0.79562, -4.57708], [-4.29893, 1.42734, 0.09593], [-1.87587, 0.90464, -0.29963], [2.05242, 3.91927, -3.10275], [4.02757, 3.72638, 1.99723], [0.52860, -3.90339, -4.34764], [1.33196, -4.16728, 4.20036], [0.89745, 1.08807, 1.34187], [-2.62899, -3.02325, 4.03702], [-2.52730, 1.74223, -4.89905], [0.46280, 0.06624, 3.99355], [-0.94666, -5.22161, -5.17579], [3.93610, 3.31555, -0.35975], [4.47394, 4.22799, 2.84755], [2.38126, -2.12820, 5.72426], [2.79172, 1.14505, -4.88910], [3.28762, -2.73134, -1.06778], [-0.76624, -4.28579, -4.66087], [-2.43506, -1.66831, -3.33416], [2.40866, 2.15695, 1.11505], [2.04264, 2.88338, -3.42049], [3.39618, 0.81832, -5.72663], [-1.12127, 0.13539, -5.11361], [-1.37461, 2.50095, 0.64296], [2.62796, -0.23954, 2.97702], [1.49890, -2.12297, 1.48980], [-3.33653, 0.47612, 2.82678], [-0.45358, 0.63523, 4.08268], [1.38129, -1.74872, -0.76996], [2.82308, 2.47177, -4.49275], [2.92028, 2.39177, -0.15486], [-0.30504, 2.46377, 1.54515], [-2.08864, 1.48746, -2.13514], [-0.05688, -2.44107, 3.90706], [2.17913, -2.72113, 2.71000], [-1.93485, -1.35456, 2.83383], [0.65406, 3.44650, 3.20321], [0.17126, -1.56668, 1.61588], [3.89099, -1.76486, 3.80291], [2.17161, -1.29868, 1.21786], [-0.79665, -3.00979, 4.45958], [-3.01022, 3.68832, -0.07526], [1.30974, -3.12111, 3.90133], [0.10111, -1.14116, 5.74827], [1.98385, 0.22683, -4.23057], [2.72175, -3.49851, -0.18678], [-0.89099, -3.39323, -0.33981], [2.83887, -1.57050, 3.59488], [-1.97049, 4.69606, 1.49327], [2.53261, -1.69335, -1.39595], [-2.81815, -1.99760, 3.75076], [1.77029, -2.46058, -3.38239], [-2.91556, -3.41023, -0.96151], [-0.82002, 5.40136, 3.16351], [3.39907, 0.13196, 2.31206], [-4.15078, -0.02872, 3.81574], [0.76137, -2.72233, -3.65891], [2.69841, 2.57328, 3.20427], [-0.12941, 3.49826, 2.46057], [-2.60667, 5.57251, 1.45521], [-2.97339, 2.44581, -2.63879], [4.31180, 3.49116, -1.36097], [-1.82803, -3.47451, -4.29545], [-0.96279, 4.60551, 2.44233], [-3.74134, 0.50737, -0.11710], [-4.59910, -1.84068, 4.91877], [-3.85804, 3.34328, -4.37012], [1.46502, -2.89314, 0.14524], [0.60682, -4.73104, -0.27871], [-1.64445, 0.78998, -4.42582], [1.36415, -4.53570, -4.62172], [1.20707, 0.62683, -3.15207], [5.25375, 4.74269, 0.55626], [-4.10089, 0.08662, -1.05318], [3.01333, 2.80499, 2.19627], [-0.62757, -1.88841, 2.63282], [-1.88404, -4.21337, -0.64343], [-2.28450, -0.14854, 2.29186], [-3.17864, 2.58328, -4.00104], [-3.94692, -0.21538, 0.66858], [-0.11324, -0.34849, -2.31230], [0.61219, 2.28995, -1.93884], [-1.28734, -2.11382, -0.47011], [2.53110, 1.82835, -0.98769], [1.24553, 1.96664, -2.75860], [-3.51808, 3.09350, -1.96095], [-2.18002, 3.63976, 0.61978], [-3.91594, -1.35060, 4.23588], [0.35766, -3.82080, 0.07724], [4.47548, 4.00568, 0.71215], [1.37069, 0.37703, 2.99264], [3.44176, 3.18587, -5.02216], [-3.54923, 1.45727, 2.42140], [-1.43133, 0.67828, -3.05205]], "forces_ev_per_a": [[0.00, 0.01, 0.03], [0.04, 0.03, 0.03], [0.00, -1.19, 0.91], [0.08, -0.01, 0.18], [0.01, 0.00, 0.01], [0.06, 0.05, -0.07], [-0.03, -0.11, 0.14], [-0.01, 0.03, -0.06], [-0.08, 0.06, -0.03], [0.12, 0.05, 0.00], [0.01, 0.04, 0.00], [0.04, 0.04, -0.04], [-0.84, 1.03, -0.48], [-0.01, -0.02, 0.01], [0.01, 0.00, 0.01], [0.02, 0.00, 0.01], [0.01, 0.00, 0.00], [0.42, 0.83, 0.29], [-0.08, 0.03, -0.03], [0.10, -0.10, -0.06], [-0.04, -0.07, 0.04], [-0.01, 0.01, 0.00], [0.09, 0.06, -0.09], [-0.02, -0.01, 0.01], [-0.01, 0.02, 0.00], [0.04, -0.02, -0.07], [0.10, -0.27, 0.21], [-0.02, -0.03, -0.02], [-0.04, -0.02, -0.01], [0.00, -0.12, -0.14], [0.02, 0.06, -0.04], [-0.01, -0.01, 0.01], [0.01, 0.03, -0.02], [-0.28, -0.50, 0.28], [0.04, 0.12, 0.12], [0.23, -0.19, 0.04], [0.24, 0.03, -0.08], [-0.12, -0.06, -0.13], [0.48, -0.52, -0.13], [-0.03, 0.02, 0.03], [-0.06, -0.19, 0.13], [-0.17, -0.03, 0.07], [0.26, -0.34, 0.17], [0.14, 0.19, -0.15], [-0.04, 0.11, -0.14], [0.13, 0.23, -0.11], [0.08, -0.01, 0.00], [0.02, 0.24, 0.09], [-0.01, -0.04, -0.01], [-0.03, -0.04, -0.02], [0.16, 0.14, 0.11], [0.01, 0.03, 0.06], [-0.04, -0.21, 0.08], [-0.01, -0.02, -0.02], [0.03, -0.08, 0.04], [0.06, -0.11, -0.14], [-0.35, 0.22, -0.09], [-0.03, 0.04, 0.02], [-0.03, -0.05, -0.06], [-0.16, 0.54, -0.06], [-0.23, -0.13, 0.12], [0.06, -0.05, 0.02], [0.00, 0.09, 0.01], [0.02, -0.01, 0.00], [-0.06, -0.06, -0.09], [-0.16, -0.01, 0.11], [-0.04, -0.01, 0.10], [-0.05, 0.04, 0.04], [-0.02, 0.06, 0.05], [-0.01, -0.01, 0.01], [-0.05, 0.12, -0.02], [-0.04, -0.04, -0.01], [-0.02, -0.02, -0.08], [0.08, 0.01, 0.05], [0.19, -0.11, 0.27], [0.04, -0.05, 0.01], [-0.01, -0.02, 0.00], [-0.20, 0.30, 0.27], [0.02, 0.04, -0.08], [-0.05, 0.04, -0.06], [0.01, 0.02, 0.02], [0.03, 0.16, 0.23], [0.02, -0.03, -0.01], [0.08, 0.07, -0.09], [-0.05, 0.02, -0.02], [-0.26, -0.34, -0.02], [0.21, -0.11, 0.03], [0.26, -0.07, 0.32], [-0.05, 0.08, 0.13], [-0.07, 0.07, -0.25], [-0.32, 0.37, -1.46], [0.01, 0.09, -0.02], [0.19, -0.46, -0.03], [0.08, 0.00, 0.06], [-0.11, -0.11, -0.22], [-0.03, -0.03, -0.06], [-0.10, 0.07, 0.06], [0.09, 0.12, -0.10], [0.05, -0.08, -0.06], [0.00, -0.01, 0.02], [0.02, -0.15, -0.10], [0.02, -0.01, 0.01], [0.03, 0.14, -0.09], [-0.08, 0.08, 0.14]], "mulliken_spin": [0.000, -0.012, 1.026, 0.033, 0.000, -0.013, -0.022, 0.016, 0.015, 0.010, -0.001, 0.001, -0.028, 0.000, 0.004, -0.002, 0.000, -0.005, 0.030, 0.000, 0.551, 0.000, -0.001, 0.000, -0.002, 0.001, -0.040, -0.001, 0.000, 0.014, 0.000, 0.000, 0.000, 0.020, 0.647, 0.038, -0.097, 0.028, 0.315, -0.001, -0.010, -0.014, -0.025, -0.007, 0.025, 0.028, -0.001, 0.265, -0.007, 0.015, -0.012, 0.000, -0.004, 0.001, -0.004, 0.412, 0.031, -0.020, 0.000, 0.270, 0.092, -0.030, 0.004, 0.000, -0.001, 0.193, 0.040, 0.000, 0.002, 0.000, 0.001, 0.000, 0.000, 0.003, 0.017, -0.001, 0.000, -0.004, 0.006, 0.001, 0.001, 0.000, 0.000, 0.001, 0.019, 0.308, -0.005, 0.181, -0.001, -0.002, -0.083, 0.006, -0.036, 0.003, -0.015, 0.000, -0.002, -0.021, 0.045, 0.000, -0.219, 0.000, 0.019, 0.014], "spin_multiplicity": 5, "lumo_ev": [2.5, 2.1], "s_squared": 6.090, "orbital_gap_ev": [5.160, 7.472], "total_charge": -1}

Energy above the lowest of the compared OMol25 structures with the same formula, charge and spin: 0.772; 3.690; 3.846; 3.590 (eV)
E: -20749.09880; -9706.89366; -19725.59348; -128691.56563 (eV)